A 7-piece molecular cluster, C42H94N4O10 overall in a non-equilibrium geometry, computed with wB97M-V/def2-TZVPD.

Each line ends with the Mulliken charge.
Cartesian coordinates (Å):
H  3.171  -4.613  3.214  0.452
C  1.381  1.480  0.384  -0.689
H  -2.700  -4.747  -3.147  0.524
H  1.427  1.323  -5.624  0.339
H  -0.496  -1.858  -2.613  -0.801
H  -5.262  3.107  1.364  0.563
C  -0.927  -5.003  -2.109  -1.556
H  -6.005  1.496  -1.955  0.450
C  1.771  3.789  4.043  -1.739
C  -2.879  -0.721  0.619  -1.399
H  3.692  1.443  -4.129  0.334
H  1.102  -1.344  -3.342  0.398
H  -5.565  -1.345  0.224  0.397
C  3.420  -2.492  2.049  -2.083
O  3.207  1.584  -3.307  -0.501
H  4.510  -3.741  -1.734  -0.139
H  -2.040  3.090  -2.119  0.105
C  2.616  -1.350  4.131  -1.649
H  2.685  3.937  3.508  0.443
C  -0.621  4.361  3.929  -1.055
C  0.752  4.816  3.411  1.309
H  -0.788  3.299  3.770  0.118
H  1.024  -5.804  -0.321  0.307
H  -0.766  -5.904  -2.710  0.366
N  -3.306  0.933  -1.010  1.467
H  -1.584  6.285  3.483  0.237
H  -1.954  3.874  1.650  -0.226
O  -0.426  1.143  -1.136  1.528
H  -5.880  -0.110  -1.004  0.281
H  -2.120  0.038  0.765  -0.065
H  2.092  -5.529  5.185  0.413
H  -5.436  2.649  -3.212  0.497
C  0.212  -3.200  -4.178  1.870
H  0.598  -5.411  3.633  0.434
C  -0.560  -2.281  4.655  -1.497
H  -1.364  -5.317  -1.187  0.412
H  -2.420  5.472  1.315  0.691
C  -1.671  4.887  1.773  -1.424
H  1.889  6.661  3.291  0.257
H  2.419  -5.108  -1.261  0.048
H  -0.155  -4.937  4.992  0.411
H  -1.560  -2.761  4.847  0.501
H  -0.020  -2.101  5.648  0.251
H  0.658  -1.954  1.100  -0.575
C  -1.766  5.161  3.321  -0.832
H  3.742  -0.425  -2.517  0.134
H  2.893  3.582  -3.567  0.469
H  0.669  5.240  -0.695  0.504
H  -4.945  0.702  1.827  0.578
H  -1.922  -4.234  3.294  0.632
C  -5.153  2.390  0.567  -0.892
H  1.530  0.666  -1.437  -0.804
O  5.088  -3.738  -3.837  -0.614
C  1.032  6.299  3.850  -1.672
H  -0.037  -2.399  -1.106  -0.212
C  1.134  2.506  -4.191  0.160
H  -0.691  -1.311  4.200  0.158
O  1.975  4.887  1.444  -0.727
H  -4.642  -1.312  -1.305  0.251
H  0.910  -4.122  -6.025  0.456
O  0.399  1.766  1.399  -0.210
H  -2.719  4.841  3.683  0.570
H  -1.820  0.087  -1.876  0.083
C  -5.169  1.764  -2.592  -1.844
H  1.523  -6.381  -1.989  0.560
H  0.199  6.980  3.627  0.270
H  2.105  -1.336  5.097  0.247
N  1.154  -2.868  2.769  -0.358
C  5.226  -3.338  -2.504  -0.043
H  4.418  -2.433  2.469  0.596
H  0.410  -3.532  0.123  -0.091
O  0.696  -1.673  2.012  1.625
H  1.366  2.817  3.783  0.227
C  0.788  0.573  -0.612  0.836
H  -3.666  3.658  -0.212  -0.069
H  -0.759  7.269  0.212  0.441
H  -6.172  2.045  0.357  0.402
C  2.990  -3.915  4.003  -1.253
O  1.590  2.252  -5.530  -0.609
C  0.469  -4.455  -1.937  2.444
C  2.362  2.647  -3.304  -0.003
C  -1.814  -4.136  -2.985  0.175
C  -0.359  5.271  1.152  1.946
H  -2.553  -1.484  -0.070  -0.020
H  2.277  1.045  0.882  0.602
C  -1.175  -3.886  -4.340  -1.336
H  1.600  -2.910  -0.986  0.830
C  -3.981  2.132  -1.681  1.469
H  -0.623  4.521  5.026  0.466
H  2.060  5.848  1.354  0.327
C  -5.111  -0.721  -0.523  -1.611
H  2.275  -0.509  3.529  0.196
H  -4.993  0.991  -3.313  0.235
C  0.089  -1.757  -3.535  -0.902
H  2.122  2.853  -2.231  -0.241
H  1.316  6.211  4.906  0.499
O  2.296  -3.713  -3.215  -0.276
H  -2.634  2.036  -3.350  0.383
H  3.873  -3.696  4.579  0.424
H  -3.463  1.488  1.601  0.421
H  1.712  2.342  -0.240  -0.170
H  -1.097  5.036  -0.829  0.699
C  0.937  -3.177  -5.528  -2.242
C  -0.008  -3.327  3.609  1.926
H  1.955  -2.793  -5.418  0.232
H  0.458  -2.477  -6.182  0.453
H  0.626  2.695  1.579  -0.434
H  3.205  -1.572  1.504  0.173
H  3.444  -3.365  1.397  0.332
C  -0.226  4.797  -0.269  -2.273
H  0.366  1.805  -3.863  -0.179
H  -2.104  -3.192  -2.485  -0.368
H  -0.431  -1.111  -4.204  0.870
H  1.922  -3.896  5.828  0.302
H  5.702  -1.561  -1.314  0.305
C  -1.176  -3.718  2.689  -1.698
C  -4.358  1.163  1.088  -1.414
H  -1.071  1.470  -0.489  -0.372
H  -1.691  -2.946  2.127  0.014
H  -3.418  3.617  -3.114  0.618
H  -1.061  -4.880  -4.829  0.375
H  2.211  -2.827  -2.864  0.184
C  0.562  -3.224  -0.936  -1.120
C  -4.014  0.121  0.012  1.441
C  5.208  -1.797  -2.276  -0.535
H  3.674  -1.217  4.326  0.539
H  1.926  3.917  5.118  0.463
O  -2.785  0.054  -2.041  -0.699
H  4.165  -3.769  -4.101  0.406
C  -4.462  3.064  -0.600  -0.816
O  3.764  -1.396  -2.250  -0.257
C  -2.913  2.793  -2.605  -2.035
H  0.556  -0.449  -0.313  -0.521
H  -0.389  7.335  1.959  0.352
C  1.924  -4.478  4.902  -0.629
H  -1.814  -3.257  -4.983  0.396
H  -0.781  -4.417  1.929  0.204
C  2.513  -2.647  3.297  1.695
H  -5.148  3.749  -1.082  0.359
H  5.668  -1.357  -3.139  0.376
H  -3.100  -1.127  1.580  0.595
H  6.235  -3.818  -2.283  0.400
H  0.889  7.148  0.700  0.358
C  1.382  -5.538  -1.324  -1.921
H  0.650  3.497  -4.297  0.306
C  0.584  -4.562  4.308  -1.635
C  -0.130  6.861  1.031  -1.487
H  -0.220  3.713  -0.253  0.139
N  0.955  -4.170  -3.312  -0.195
N  0.679  4.609  1.951  1.484

Values from the calculation:
HOMO-LUMO gap = 0.322 Eh
energy = -2627.83776 Ha
SMILES = CC1(C)CCCC(C)(C)N1O.CC1(C)CCCC(C)(C)N1O.CC1(C)CCCC(C)(C)N1O.CC1(C)CCCC(C)(C)N1O.OCCO.OCCO.OCCO
LUMO level = 0.461 eV